1.
Formula: C4H11N2O2
Source: the OMol25 dataset
Level of theory: the ωB97M-V functional and the def2-TZVPD basis

```
19
Properties=species:S:1:pos:R:3:forces:R:3:nbo_charge:R:1
O 0.161860 -3.083912 -0.939898 0.075 -0.045 0.004 -0.9391
O -0.052876 3.244633 1.207344 0.002 -0.301 0.095 -0.7744
N 0.280926 -0.763273 -1.508482 0.325 0.428 -0.121 -0.7135
N 0.244009 0.976991 0.631707 -0.142 -0.552 0.111 -0.6755
C -0.740234 -0.096033 0.623078 -0.734 0.151 0.017 -0.2155
C -0.983212 -0.638406 -0.791896 1.290 0.738 0.222 -0.2539
C 0.969764 -2.085874 -1.257593 -0.001 -0.400 0.217 0.1405
C 0.229749 1.895131 1.700037 0.143 0.884 0.029 0.0950
H -0.109999 3.094538 0.256696 -0.072 0.042 -0.055 0.4712
H -0.555215 1.662991 2.420774 -0.066 -0.142 -0.011 0.1479
H 1.167660 2.019331 2.250678 0.146 -0.381 -0.106 0.1434
H 0.130083 -0.635860 -2.498313 -0.157 -0.198 -0.025 0.3390
H -0.566031 -0.926046 1.318969 0.639 -0.016 -0.091 0.1721
H -1.575509 0.108252 -1.325730 -0.348 -0.308 -0.048 0.1621
H 1.574420 -2.253773 -2.184074 0.038 0.137 -0.149 0.0606
H -1.670560 0.336723 0.990563 -0.274 0.137 -0.057 0.1653
H -1.376420 -1.635354 -0.691118 -0.853 -0.416 -0.171 0.2330
H 1.121521 0.630771 0.272014 0.125 0.268 0.046 0.4029
H 1.750063 -1.850830 -0.474756 -0.135 -0.026 0.093 0.0387
```
Forces are in eV/Å.

- HOMO level: -0.09703 Eh
- Net charge: -1
- SMILES: [O-]CNCCNCO
- HOMO-LUMO gap: 6.3 eV


2.
Formula: C2H2FO3P
Source: the OMol25 dataset
Level of theory: the ωB97M-V functional and the def2-TZVPD basis

```
9
Properties=species:S:1:pos:R:3:forces:R:3:nbo_charge:R:1
P -1.048631 0.819477 0.435812 0.932 1.123 -1.887 2.3550
F 1.172083 -0.278201 1.464426 0.391 -0.641 -0.855 -0.4073
O -1.456522 0.620988 1.843903 -0.530 -0.369 1.901 -1.2398
O -2.033632 0.458009 -0.631268 -0.999 -1.254 -0.806 -1.2622
O -0.353359 2.112619 0.054140 0.586 0.804 0.567 -1.2575
C 1.025504 -0.910656 -0.817686 -3.424 1.080 -0.658 -0.6557
C 0.478862 -0.304700 0.251420 -0.171 0.316 -0.001 0.1159
H 1.814404 -1.552033 -0.838555 2.641 -1.476 0.374 0.1478
H 0.401289 -0.965507 -1.762193 0.574 0.417 1.364 0.2039
```
Forces are in eV/Å.

- HOMO level: 0.03958 Eh
- Net charge: -2
- SMILES: C=C(F)P(=O)([O-])[O-]
- HOMO-LUMO gap: 6.1 eV


3.
Formula: C2H4NOP
Source: the OMol25 dataset
Level of theory: the ωB97M-V functional and the def2-TZVPD basis

```
9
Properties=species:S:1:pos:R:3:forces:R:3:nbo_charge:R:1
P -0.005214 1.242901 -1.512030 0.988 -0.111 0.136 1.0569
O 1.159341 0.299323 -0.793726 0.104 0.923 -0.874 -0.7893
N -1.098842 1.177192 -0.368838 -0.355 -0.128 -0.290 -0.7697
C 0.908762 -0.815939 0.003775 -0.117 -0.510 0.395 -0.2472
C -1.670075 0.533302 0.498629 -0.996 -0.348 0.302 0.0304
H 1.711564 -0.875798 0.738249 -0.014 -0.087 -0.010 0.1890
H 0.896963 -1.726480 -0.601804 -0.086 0.055 0.067 0.1826
H -0.058527 -0.737062 0.536698 0.313 -0.206 -0.105 0.1743
H -1.843972 0.902561 1.499046 0.163 0.412 0.378 0.1730
```
Forces are in eV/Å.

- HOMO level (alpha / beta): -0.27933 / -0.27927 Eh
- HOMO-LUMO gap (alpha / beta): 7.6 / 7.6 eV


4.
Formula: C31H28BrF6GeN3O3PSn
Source: the OMol25 dataset
Level of theory: the ωB97M-V functional and the def2-TZVPD basis

```
75
Properties=species:S:1:pos:R:3:forces:R:3:lowdin_charge:R:1
Sn 8.729594 16.318562 10.606864 -0.421 -0.607 0.312 1.5790
Br 11.666202 17.801794 9.820616 -0.488 0.268 0.032 0.8607
Ge 7.200647 12.223624 11.390365 -0.418 -0.973 -0.256 1.0165
P 6.785153 16.059684 7.822917 -0.612 0.336 -0.501 0.2748
F 8.238360 15.632081 7.261546 -0.517 0.334 0.320 -0.1411
F 6.556340 17.102667 6.612866 0.418 -1.148 1.220 -0.1055
F 6.075869 14.783276 7.182602 0.381 0.891 -0.077 -0.1031
F 7.599150 17.273447 8.806280 0.062 -0.040 -0.870 -0.3637
F 5.435909 16.539658 8.540748 0.431 -0.186 -0.173 -0.1283
F 7.118711 15.110700 9.193233 0.319 -0.031 0.198 -0.3094
O 10.513320 16.040515 12.469961 -0.257 1.481 0.999 -0.1599
O 8.602640 13.402803 10.759795 1.259 0.582 -1.235 -0.1951
O 9.442000 11.930583 9.251052 -0.053 1.179 0.443 0.1010
N 9.512142 17.342665 14.103579 0.110 -0.619 0.060 0.0770
N 10.600612 15.220140 9.705045 -0.252 -0.688 0.430 -0.0651
N 6.358483 17.046581 12.578183 0.868 0.370 0.279 0.0571
C 9.518052 11.667094 15.568947 -1.258 -0.509 -0.948 -0.0229
C 11.937804 10.169920 13.174840 1.839 -0.201 1.286 -0.1060
C 7.071384 17.435301 13.679618 -1.033 -0.582 -0.499 -0.2841
C 11.134798 9.916147 12.085936 -0.580 -0.749 -1.175 -0.0839
C 6.097486 8.747562 8.334999 0.151 0.797 -0.600 -0.0690
C 6.780291 10.794419 10.115955 -0.185 0.154 -0.442 -0.2768
C 5.638083 19.352472 14.027088 0.215 -0.658 0.131 -0.0443
C 11.920182 17.521783 13.825817 -1.158 -0.211 0.404 0.0129
C 6.784033 9.460752 10.555341 -0.211 0.446 -0.226 -0.1153
C 5.035719 19.059194 12.819735 1.228 -1.413 -0.013 -0.0332
C 6.449258 8.446795 9.647960 0.124 -0.649 -0.540 -0.0891
C 10.649724 13.895242 9.444465 0.715 0.478 -1.248 -0.1242
C 8.246844 16.559959 14.096891 0.289 1.155 -0.360 -0.1110
C 6.361825 11.120391 8.780908 -0.205 0.825 1.722 -0.1047
C 9.283130 11.077437 13.099236 0.763 0.316 1.576 -0.1738
C 9.831630 10.365834 12.015510 0.722 0.304 -0.674 -0.0447
C 8.228318 12.141240 15.494264 -0.106 0.265 1.257 -0.1044
C 11.750299 13.284742 8.764812 -1.450 0.319 1.363 0.0568
C 6.672178 18.507941 14.455313 0.714 0.359 0.928 -0.0306
C 11.421272 10.700981 14.328590 -0.059 -0.052 0.477 -0.0405
C 7.474487 12.104552 14.314953 -0.368 0.148 -1.696 -0.1040
C 10.070191 11.151660 14.341004 0.254 -0.317 0.194 -0.1376
C 12.814044 15.433032 8.834382 -1.172 -0.931 1.438 -0.0483
C 11.648109 15.969566 9.430571 1.731 -0.984 -1.423 -0.7280
C 5.388392 17.848412 12.155372 -0.594 1.272 0.641 -0.1080
C 5.706487 13.406986 11.694630 -0.393 0.867 -0.665 -0.1744
C 10.590202 16.916000 13.373189 0.100 -0.613 0.381 -0.5003
C 5.988906 10.113877 7.931528 0.099 -1.067 -0.914 -0.0853
C 12.903442 14.028469 8.662851 0.483 1.889 -0.837 0.0023
C 9.487165 13.022150 9.787946 -1.412 -2.091 0.636 -0.4649
C 7.985050 11.663781 13.082147 0.038 0.309 1.286 -0.2036
H 7.225647 18.702314 15.414614 -0.748 -0.107 -1.011 0.1314
H 6.215809 12.200094 8.511542 0.400 -1.163 0.054 0.1138
H 4.769029 17.589351 11.290551 0.623 -0.299 0.097 0.1189
H 11.791950 18.608422 13.787483 0.293 -0.065 -0.005 0.0895
H 6.422682 12.412451 14.359657 0.483 0.238 -0.022 0.1008
H 11.552543 9.233900 11.333729 -0.309 0.686 -0.101 0.1184
H 12.016647 17.241973 14.916680 0.439 0.164 -1.290 0.1141
H 13.884182 13.641718 8.360418 -0.671 -0.133 -0.146 0.1327
H 13.021343 9.892938 13.139849 -1.149 0.043 0.084 0.1225
H 12.031285 10.710124 15.267495 -0.655 0.263 -0.993 0.1294
H 4.722884 12.883846 11.752584 0.899 0.209 0.029 0.0581
H 12.718045 17.196782 13.152981 -0.059 0.007 0.522 0.0843
H 5.671920 10.367715 6.899504 0.189 -0.299 0.801 0.1163
H 9.925325 11.506511 16.580516 0.501 0.420 -0.891 0.1244
H 13.625333 16.097770 8.642846 0.523 0.144 -0.085 0.0972
H 9.296051 10.263064 11.061321 0.044 -0.140 0.658 0.0922
H 5.636316 14.166118 10.871672 0.029 -0.686 0.686 0.0284
H 5.970329 7.958055 7.559073 -0.140 0.627 0.929 0.1165
H 5.918615 13.945086 12.620615 -0.291 0.065 -0.025 0.0036
H 8.089316 16.181894 15.109067 -0.007 -0.280 -0.199 0.1354
H 9.663210 17.930136 14.939659 0.158 -0.507 -1.024 0.1591
H 8.422262 15.771323 13.364466 -0.360 -0.245 0.420 0.0744
H 6.522560 7.381107 9.919192 -0.079 0.683 0.094 0.1117
H 5.284457 20.150367 14.670884 0.205 0.146 -0.255 0.1167
H 11.617126 12.267599 8.400381 0.269 0.151 0.496 0.1372
H 4.374500 19.730210 12.349089 -1.013 0.488 -0.272 0.0960
H 7.014298 9.196910 11.600005 0.052 0.215 -0.590 0.1090
H 7.759220 12.597486 16.392230 0.263 -0.651 -0.602 0.1139
```
Forces are in eV/Å.

- HOMO level: -0.38184 Eh
- Net charge: +1
- HOMO-LUMO gap: 6.8 eV


5.
Formula: C2H4N2O2S
Source: the OMol25 dataset
Level of theory: the ωB97M-V functional and the def2-TZVPD basis

```
11
Properties=species:S:1:pos:R:3:forces:R:3:nbo_charge:R:1
S -2.569330 -0.284903 0.049820 -0.822 -0.337 -0.227 0.1393
O 2.125143 -0.970958 0.782304 0.856 -0.156 -1.581 -0.5905
O 1.622687 0.511217 -0.828267 -0.449 0.104 1.084 -0.3266
N -0.992086 0.080230 -0.493190 0.560 0.849 1.858 -0.5714
N 0.985762 1.131237 0.289813 -1.429 0.274 1.029 -0.3227
C -0.373538 0.669559 0.481192 0.178 -0.921 -2.882 0.1981
C 2.208110 -0.610577 -0.377995 -1.372 -0.117 1.865 0.6317
H 2.611920 -1.118429 -1.210366 0.955 -0.809 -0.798 0.1478
H 1.447316 0.719014 1.113455 0.293 0.547 -0.255 0.3861
H -3.028179 -1.022209 -0.981673 0.405 0.202 0.040 0.1241
H -0.867574 0.823840 1.453627 0.825 0.364 -0.134 0.1841
```
Forces are in eV/Å.

- HOMO level: -0.32011 Eh
- HOMO-LUMO gap: 9.6 eV


6.
Formula: C31H43ClMnN3O4Si3
Source: the OMol25 dataset
Level of theory: the ωB97M-V functional and the def2-TZVPD basis

```
86
Properties=species:S:1:pos:R:3:forces:R:3:mulliken_spin:R:1
Mn 0.414778 -0.918227 1.471549 0.559 -0.282 -0.030 4.8038
Cl 4.000169 -3.569879 7.567534 -0.020 0.010 -0.010 0.0003
Si 0.718099 1.714061 -2.125798 0.248 -0.139 -0.445 0.0121
Si 0.335464 -1.465293 -2.012854 0.049 0.082 0.034 0.0045
Si -2.041717 0.385313 -2.835962 0.076 -0.126 0.129 0.0005
O 2.011448 -2.079006 2.239360 -0.123 0.105 0.099 0.0322
O 0.999264 1.053280 1.827985 -0.176 -0.287 -0.045 0.0516
O -0.234812 -0.981432 3.673216 0.066 0.007 0.107 0.0233
O 1.354295 -1.712852 -0.690786 -0.110 0.052 -0.079 0.0281
N -1.233685 -2.151080 1.018906 0.082 0.273 -0.090 0.0019
N -0.636917 0.337865 -0.223133 -0.073 0.156 -0.064 -0.2272
N -0.282775 1.725553 0.012686 -0.144 -0.116 0.008 0.0321
C 0.475578 1.917331 1.059429 0.166 0.422 0.301 -0.0105
C 4.104118 -3.417694 4.842429 0.130 -0.086 0.171 0.0006
C 2.116923 -2.911670 -0.662668 0.079 -0.086 0.006 0.0050
C 2.257149 4.987711 2.348882 -0.061 -0.057 -0.030 -0.0001
C -3.827602 -2.918999 1.541095 -0.090 -0.175 0.050 -0.0008
C -2.773842 -3.863986 1.689653 -0.036 0.141 -0.048 0.0027
C 0.404331 -1.389520 4.632831 0.213 -0.111 -0.229 0.0069
C 3.374339 -3.106380 6.002542 -0.014 0.027 -0.202 0.0043
C -0.871182 -2.884860 -2.135118 -0.083 -0.111 0.018 0.0023
C -2.913703 1.198653 0.467270 -0.125 0.056 -0.078 0.0015
C 0.088188 5.661486 1.551779 -0.010 -0.102 -0.033 0.0001
C 2.409524 1.374205 -1.365714 0.038 -0.014 0.012 0.0104
C 0.400410 3.576660 -2.095451 -0.170 0.004 0.067 0.0007
C -1.517191 -3.391846 1.432568 0.075 0.026 0.016 0.0389
C -1.955980 0.049993 0.338371 0.021 0.068 -0.040 0.0474
C 1.977999 3.674672 1.998251 0.018 0.116 -0.006 0.0034
C -2.236388 -1.201565 0.831553 -0.398 -0.286 0.027 -0.0232
C -1.716590 -0.320538 -4.554765 0.015 0.011 -0.063 0.0005
C 2.186890 -2.445256 5.880687 0.061 -0.036 0.052 -0.0042
C -0.472651 0.217227 -1.751159 -0.106 0.147 0.450 0.0934
C 1.420756 -1.680428 -3.524957 0.090 0.015 -0.027 0.0004
C 3.640808 -3.068185 3.607962 -0.242 0.149 -0.171 0.0073
C 1.052007 1.630095 -4.023949 -0.012 -0.044 0.076 0.0002
C 1.310297 5.979901 2.126758 0.039 0.088 0.030 -0.0001
C -3.569217 -0.553027 -2.270512 -0.026 0.051 0.053 0.0012
C -3.589481 -1.645477 1.154603 0.180 0.179 -0.027 0.0110
C 2.396371 -2.371676 3.419205 0.347 -0.181 0.006 0.0055
C -2.545657 2.176660 -3.124562 -0.070 -0.020 -0.064 0.0001
C 1.686485 -2.073454 4.619078 -0.444 0.222 0.098 0.0106
C -0.183536 4.349856 1.186238 0.038 0.076 -0.007 0.0004
C 0.764394 3.357284 1.400575 -0.069 -0.325 -0.059 0.0133
H -2.920442 1.845848 -0.408857 0.047 0.039 -0.114 0.0003
H 2.892661 2.319600 -1.104947 0.013 0.027 -0.005 0.0007
H 1.523741 7.004053 2.409241 0.003 -0.005 -0.002 0.0000
H 0.896978 -1.472844 -4.456907 -0.053 0.007 -0.006 0.0004
H 3.048859 0.862175 -2.088125 0.049 -0.023 -0.005 0.0006
H 5.046530 -3.942679 4.943650 -0.002 0.006 -0.017 -0.0002
H 1.934861 2.253215 -4.198168 0.039 0.027 0.008 0.0002
H 0.865320 4.029269 -2.973252 0.023 0.045 -0.040 0.0002
H 2.689888 2.881581 2.181866 0.006 -0.024 0.009 0.0014
H 0.236567 2.091820 -4.587010 -0.036 0.013 -0.006 0.0001
H -3.937395 0.859160 0.613366 0.009 -0.020 0.014 -0.0006
H 1.251885 0.657782 -4.463686 0.020 -0.061 -0.002 -0.0002
H -0.827387 0.069944 -5.043188 0.031 0.034 -0.023 0.0001
H -4.145102 -0.824306 -3.160191 -0.046 0.008 -0.025 0.0001
H -2.581522 -0.044551 -5.165753 -0.014 0.007 -0.026 0.0001
H -1.994719 2.604961 -3.963968 0.016 0.035 0.001 0.0000
H -3.611342 2.211603 -3.365536 -0.020 0.000 -0.041 -0.0001
H 2.728147 -3.010372 -1.564812 -0.007 0.011 0.030 0.0018
H 4.204398 -3.304238 2.713941 0.024 -0.016 0.023 0.0002
H 2.314225 -1.058418 -3.484902 0.054 0.023 -0.021 -0.0003
H 2.761072 -2.884125 0.210070 0.001 0.045 0.043 0.0000
H 2.369777 0.761827 -0.465851 -0.025 -0.020 0.033 0.0011
H -0.654224 3.843658 -2.098587 0.006 0.023 0.008 -0.0004
H 3.208088 5.235533 2.803013 0.013 0.013 0.004 0.0001
H -0.654060 6.432208 1.385705 0.004 0.015 0.008 0.0001
H -4.417828 -0.963806 1.036581 -0.023 -0.005 0.036 -0.0001
H -1.661941 -1.409438 -4.553572 0.017 -0.005 -0.024 -0.0002
H -0.009480 -1.247202 5.649705 -0.078 0.036 -0.052 0.0020
H -4.851996 -3.219267 1.736615 0.005 -0.022 0.011 0.0001
H -1.421804 -3.039418 -1.211752 -0.047 -0.022 0.054 -0.0020
H -2.668522 1.845746 1.316753 0.031 0.001 0.022 0.0040
H -2.940910 -4.880410 2.010822 -0.018 -0.017 0.010 0.0007
H -4.201018 0.072167 -1.639997 -0.027 -0.004 0.046 0.0006
H 1.467199 -3.789068 -0.579332 -0.025 0.012 -0.007 -0.0013
H -0.647586 -4.030947 1.569181 -0.001 -0.009 -0.004 -0.0006
H 0.837565 4.018627 -1.203801 0.053 0.018 0.070 -0.0001
H 1.609970 -2.198996 6.765083 -0.007 0.006 -0.006 0.0000
H -2.374843 2.811561 -2.259870 -0.066 -0.002 0.079 0.0000
H -0.326816 -3.802932 -2.373345 0.001 -0.031 0.030 0.0006
H -3.349984 -1.459486 -1.710983 0.032 -0.055 -0.011 -0.0010
H -1.593303 -2.724887 -2.936166 0.006 -0.006 -0.023 0.0002
H 1.731905 -2.727611 -3.556145 0.025 -0.007 -0.037 -0.0003
H -1.124560 4.077227 0.727515 -0.016 0.002 -0.006 -0.0006
```
Forces are in eV/Å.

- HOMO level (alpha / beta): -0.11941 / -0.12172 Eh
- Net charge: -1
- HOMO-LUMO gap (alpha / beta): 5.8 / 5.9 eV
- Spin multiplicity: 6


Record order is preserved below.
Strongest force on any atom: 1.5, 3.6, 1.3, 2.6, 3.0, 0.6 eV/Å
Record order is preserved below.
Energy: -11400.755, -20255.180, -14962.472, -201199.197, -20046.410, -112987.683 eV
Record order is preserved below.
Energy relative to the best compared isomer or geometry (same formula, charge and spin): 75.9, 7.4, 50.1, 0.0, 70.9, 0.0 kcal per mole